[1]
The following is a DFT calculation (ωB97M-V with the def2-TZVPD basis set) of C20H15I2N3O4S5Ta as an isolated structure in a non-equilibrium geometry.

Each line ends with the natural charge from an NBO analysis.
Geometry (Å):
Ta  0.0733  -0.3546  -1.6378  2.10
I  2.6528  -3.5582  1.1315  0.26
C  0.5749  -3.3857  1.1491  -0.18
C  -0.2198  -4.0792  2.0800  -0.25
C  -1.5837  -3.9480  2.0879  -0.12
I  -2.6893  -5.0650  3.4715  0.23
C  -2.2283  -3.0668  1.1799  -0.13
C  -3.6140  -2.8271  1.0882  -0.06
C  -4.1017  -1.9277  0.1734  -0.26
C  -3.2112  -1.2188  -0.6400  0.12
N  -1.9078  -1.4168  -0.5833  -0.53
C  -1.4123  -2.3510  0.2797  0.12
C  -0.0178  -2.5601  0.2276  0.27
O  0.6308  -1.8964  -0.7449  -0.74
H  0.2679  -4.7342  2.7885  0.26
H  -4.2860  -3.3580  1.7498  0.25
H  -5.1619  -1.7426  0.0830  0.25
H  -3.5555  -0.4607  -1.3315  0.24
S  3.1404  -2.2541  -8.0235  0.07
C  2.3822  -1.7296  -6.6849  -0.58
S  0.9465  -2.4974  -6.0441  0.50
C  0.7544  -1.4422  -4.6725  -0.39
C  1.6751  -0.4720  -4.5161  -0.42
S  1.6499  0.6858  -3.2142  0.01
S  2.9412  -0.3879  -5.7209  0.49
S  -0.6037  -1.7232  -3.6086  -0.05
C  2.0332  4.0905  -0.2436  -0.62
C  2.1999  3.3898  1.1050  -0.37
C  1.0394  2.4137  1.4522  -0.28
C  1.3091  1.7292  2.8084  -0.36
C  0.2086  0.7502  3.2162  -0.62
C  -0.2572  3.2172  1.5565  0.72
O  -0.4182  4.0793  2.3701  -0.51
N  -1.3088  2.8935  0.6713  -0.65
C  -1.2271  1.9901  -0.3355  0.81
O  -2.1385  1.6230  -1.0679  -0.59
N  -0.0160  1.3810  -0.5304  -0.85
C  1.0005  1.3720  0.3764  0.75
O  1.8284  0.4797  0.2050  -0.57
H  2.8850  4.7407  -0.4329  0.24
H  1.1338  4.7097  -0.2587  0.21
H  1.9782  3.3750  -1.0675  0.20
H  2.2418  4.1265  1.9068  0.24
H  3.1251  2.8132  1.1204  0.23
H  1.4066  2.5143  3.5570  0.24
H  2.2613  1.2054  2.7270  0.23
H  -0.7484  1.2588  3.3502  0.21
H  0.4678  0.2793  4.1628  0.24
H  0.0824  -0.0437  2.4726  0.19
H  -2.1833  3.3836  0.8108  0.45

Calculated values
**Electronic energy**: -105570.66772 eV
**Charge**: +1
**HOMO level**: -10.32 eV
**Largest force on an atom**: 1.5 eV Å⁻¹
**HOMO-LUMO gap**: 4.93 eV
**Multiplicity**: 1
**Relative energy (zero: lowest compared OMol25 entry of this formula, charge and spin)**: 175.5 kJ/mol

***

[2]
The following is a DFT calculation (ωB97M-V with the def2-TZVPD basis set) of C20H15N7ReSe as an isolated structure.

Each line ends with the Mulliken spin population.
Geometry (Å):
Re  -0.5653  -0.0705  -0.7421  1.84
Se  5.2747  -1.8825  3.9092  0.76
N  5.1825  -1.6217  2.1424  -0.10
C  3.9589  -1.2986  1.8730  0.12
C  3.4593  -1.0109  0.5297  0.03
C  4.2502  -1.0795  -0.6238  0.05
C  3.6630  -0.8068  -1.8488  -0.02
C  2.3184  -0.4754  -1.8937  0.00
N  1.5516  -0.4077  -0.7830  -0.03
C  2.1195  -0.6763  0.4106  0.00
C  1.2075  -0.6095  1.5590  0.05
N  -0.0718  -0.2802  1.2678  0.09
C  -0.9725  -0.2062  2.2743  0.01
C  -0.6295  -0.4642  3.5900  -0.01
C  0.6799  -0.8014  3.8967  0.03
C  1.6130  -0.8696  2.8588  0.02
C  3.0219  -1.2264  3.0585  0.11
N  3.5442  -1.4951  4.2075  -0.09
H  5.2993  -1.3437  -0.5507  0.00
H  4.2331  -0.8497  -2.7677  0.00
H  1.8336  -0.2558  -2.8375  0.00
H  -1.9851  0.0653  2.0037  -0.01
H  -1.3875  -0.3971  4.3596  0.00
H  0.9814  -1.0069  4.9178  0.00
C  -5.1389  -1.2614  -1.6138  0.02
C  -4.0614  -2.1273  -1.7867  -0.01
C  -2.7978  -1.6577  -1.5300  0.03
N  -2.5646  -0.3730  -1.1214  0.00
C  -3.6233  0.4674  -0.9600  0.00
C  -4.9091  0.0501  -1.1959  0.00
H  -6.1490  -1.6041  -1.8034  0.00
H  -4.2032  -3.1456  -2.1227  0.00
H  -1.9271  -2.2944  -1.6792  0.00
H  -3.3977  1.4779  -0.6455  0.00
H  -5.7280  0.7440  -1.0604  0.00
N  0.0881  2.9310  -0.6320  -0.01
C  -0.0440  4.0298  -1.3771  0.06
C  -0.7544  3.6947  -2.5242  0.02
C  -1.0488  2.3577  -2.3880  0.01
N  -0.5413  1.8754  -1.2149  0.04
H  0.4898  2.8603  0.2900  0.00
H  0.3596  4.9792  -1.0546  0.00
H  -1.0255  4.3517  -3.3347  0.00
H  -1.6037  1.7146  -3.0571  -0.01

Calculated values
**Electronic energy**: -98846.42562 eV
**Charge**: +4
**HOMO level (alpha / beta)**: -21.16 / -21.34 eV
**Largest force on an atom**: 0.6 eV Å⁻¹
**⟨S²⟩**: 3.79
**HOMO-LUMO gap (alpha / beta)**: 7.55 / 5.39 eV
**Multiplicity**: 4

***

[3]
The following is a DFT calculation (ωB97M-V with the def2-TZVPD basis set) of C20H16BHgN3O3 as an isolated structure in a non-equilibrium geometry.

Each line ends with the Mulliken spin population.
Geometry (Å):
Hg  12.5825  4.7000  6.3770  0.00
C  13.0571  8.9290  9.3436  0.00
C  13.6474  8.1656  10.5077  0.26
N  13.0923  8.2741  11.7162  0.12
N  13.8872  8.1174  12.8536  -0.03
C  13.0712  8.2926  13.8814  0.07
O  11.7495  8.1127  13.6454  0.01
C  13.5317  8.3660  15.2998  -0.01
C  14.9238  8.2841  15.5269  0.02
C  15.4137  8.2104  16.8212  -0.01
C  14.4810  8.0641  17.8694  0.02
C  13.1173  8.1896  17.6610  -0.01
C  12.6508  8.4635  16.3350  0.02
C  14.6305  7.1929  10.2614  0.09
C  15.4244  7.1281  9.0885  0.21
C  16.5811  6.3529  9.0481  -0.09
C  16.9316  5.7707  10.2741  0.22
C  15.9392  5.5653  11.2378  -0.10
N  14.8491  6.3104  11.2549  0.14
H  12.3821  8.2726  8.7733  0.02
H  13.8034  9.2203  8.6054  0.01
H  12.4986  9.7738  9.7387  0.00
H  15.4489  8.5168  14.5872  0.00
H  16.4597  8.3475  17.1467  0.00
H  14.8286  7.9350  18.9178  0.00
H  12.4778  8.1603  18.5269  0.00
H  11.6877  8.8617  16.0913  0.00
H  15.1501  7.7533  8.2425  0.03
H  17.2191  6.2328  8.1622  -0.01
H  17.8757  5.2881  10.2736  0.02
H  16.0286  4.9110  12.0805  -0.01
O  10.6261  8.5255  11.3166  -0.01
B  11.6098  7.8816  12.1751  0.03
O  11.2289  6.3843  12.0147  0.00
C  10.5466  6.2315  10.8640  -0.01
C  10.1219  5.0718  10.1860  0.01
C  9.1442  5.2851  9.2278  0.00
C  8.8462  6.5599  8.7871  0.00
C  9.4210  7.7025  9.3487  0.00
C  10.2556  7.5687  10.3943  0.02
H  10.4339  4.0596  10.4380  0.00
H  8.6859  4.5062  8.6768  0.00
H  8.1987  6.6648  7.9667  0.00
H  9.1356  8.6826  9.0978  0.00

Calculated values
**Electronic energy**: -36466.43537 eV
**Charge**: -1
**HOMO level (alpha / beta)**: -2.81 / -4.43 eV
**Largest force on an atom**: 2.8 eV Å⁻¹
**⟨S²⟩**: 0.78
**HOMO-LUMO gap (alpha / beta)**: 5.46 / 7.06 eV
**Multiplicity**: 2
**Relative energy (zero: lowest compared OMol25 entry of this formula, charge and spin)**: 0.0 kJ/mol

***

[4]
The following is a DFT calculation (ωB97M-V with the def2-TZVPD basis set) of C20H16F12N3NaO2 as an isolated structure in a non-equilibrium geometry.

Each line ends with the natural charge from an NBO analysis.
Geometry (Å):
Na  -0.0864  0.1653  -2.8671  0.93
C  3.9492  -2.9188  2.3597  -0.61
C  2.9109  -2.3446  1.4320  -0.16
C  1.6395  -2.8900  1.2423  -0.22
C  0.8134  -2.3942  0.2688  -0.32
C  1.0956  -1.0616  -0.2071  0.34
N  0.0420  -0.3027  -0.5447  -0.73
C  -0.9129  0.0220  0.3531  0.31
C  -0.6116  0.7168  1.5637  -0.32
C  -1.6112  1.1069  2.4476  -0.21
C  -2.9335  1.0165  2.0811  -0.13
C  -4.0066  1.6552  2.9351  -0.62
C  -3.2515  0.2365  0.9401  -0.19
C  -2.2876  -0.1448  0.0031  -0.18
C  -2.6925  -0.7304  -1.4138  0.20
O  -1.7753  -0.9250  -2.3381  -0.89
C  -3.7599  0.3698  -1.9576  0.93
F  -4.8948  0.7083  -1.2172  -0.36
F  -3.1165  1.6109  -2.0816  -0.37
F  -4.1625  0.0154  -3.1970  -0.34
C  -3.5657  -2.1148  -1.0523  0.93
F  -2.7182  -3.0911  -0.8123  -0.32
F  -4.4297  -1.9459  0.0372  -0.37
F  -4.2768  -2.4511  -2.1362  -0.34
C  2.4484  -0.6170  -0.2491  -0.19
C  3.3250  -1.1916  0.6855  -0.17
C  2.8803  0.4788  -1.2798  0.17
O  1.9015  0.8131  -2.1077  -0.90
C  3.3663  1.7464  -0.3917  0.93
F  4.0993  2.5646  -1.1531  -0.35
F  2.2463  2.4395  0.0215  -0.35
F  4.0831  1.4849  0.7141  -0.34
C  4.2348  -0.1980  -1.9177  0.94
F  5.3356  -0.2368  -1.0622  -0.36
F  4.0688  -1.5467  -2.2043  -0.35
F  4.5034  0.4599  -3.0532  -0.33
H  4.4552  -3.7378  1.7798  0.18
H  3.5655  -3.4007  3.2614  0.19
H  4.7089  -2.1501  2.5760  0.20
H  1.3691  -3.7305  1.8766  0.18
H  -0.1185  -2.9012  -0.1062  0.22
H  0.3950  0.7920  1.8890  0.20
H  -1.3419  1.3991  3.4697  0.18
H  -3.7126  2.6998  3.1214  0.20
H  -4.0721  1.0891  3.8742  0.19
H  -5.0085  1.5901  2.4905  0.20
H  -4.2830  -0.1145  0.8326  0.21
H  4.2717  -0.7674  0.8791  0.19
N  -0.8104  3.6284  -1.3299  -0.70
N  -0.0030  2.7848  -2.1256  -0.75
H  -0.6714  3.3900  -0.3558  0.35
H  -1.7577  3.3618  -1.5521  0.34
H  0.6735  2.1598  -1.6478  0.42
H  0.4901  3.4016  -2.7741  0.32

Calculated values
**Electronic energy**: -66591.85937 eV
**Charge**: -2
**HOMO level**: -0.19 eV
**Largest force on an atom**: 3.4 eV Å⁻¹
**HOMO-LUMO gap**: 4.03 eV
**Multiplicity**: 1
**Relative energy (zero: lowest compared OMol25 entry of this formula, charge and spin)**: 67.7 kJ/mol

***

[5]
The following is a DFT calculation (ωB97M-V with the def2-TZVPD basis set) of one molecule with the formula C20H16F8O6 in a non-equilibrium geometry.

Each line ends with the natural charge from an NBO analysis.
Geometry (Å):
C  3.1034  2.7950  1.6971  -0.74
C  2.4870  3.0699  0.3711  0.81
O  2.7221  4.0434  -0.2615  -0.52
O  1.5533  2.1657  -0.1161  -0.57
C  2.1350  0.9524  -0.5641  -0.10
C  1.0915  0.0460  -1.2317  0.07
O  1.1211  0.3812  -2.6200  -0.49
C  0.2374  1.3946  -2.8209  0.81
O  0.3067  2.1555  -3.7205  -0.53
C  -0.8359  1.3383  -1.7693  -0.36
C  -1.2074  2.7252  -1.2527  -0.52
C  -2.1575  3.3809  -2.2099  0.89
O  -3.1663  2.9302  -2.6186  -0.54
F  -1.7695  4.5999  -2.5551  -0.32
C  -0.3954  0.2045  -0.7833  -0.08
C  -0.6194  0.4523  0.7080  -0.53
C  0.3775  -0.1536  1.6976  0.61
O  0.9749  0.5794  2.4398  -0.52
C  0.5825  -1.6325  1.8329  -0.17
C  1.7981  -2.1848  1.3952  -0.14
C  2.0563  -3.5486  1.5407  -0.22
C  1.0963  -4.3675  2.1388  -0.20
C  -0.1133  -3.8149  2.5820  -0.20
C  -0.3710  -2.4554  2.4342  -0.18
C  -1.1860  -1.0118  -1.3039  0.66
F  -0.9493  -1.2099  -2.6137  -0.31
F  -0.7642  -2.1541  -0.6802  -0.33
C  -2.7535  -0.9396  -1.1283  0.55
F  -3.1553  0.2745  -0.7078  -0.30
F  -3.3223  -1.1629  -2.3257  -0.29
C  -3.3887  -1.9954  -0.1822  0.93
F  -2.8589  -1.9529  1.0335  -0.31
F  -3.2745  -3.2114  -0.6818  -0.29
F  -4.6871  -1.7006  -0.0698  -0.30
H  3.3392  1.7472  1.8330  0.23
H  2.4046  3.0395  2.4883  0.26
H  4.0056  3.3785  1.8078  0.24
H  2.6437  0.4302  0.2441  0.18
H  2.8742  1.1417  -1.3374  0.22
H  1.3831  -0.9911  -1.1045  0.23
H  -1.6992  1.0485  -2.3660  0.28
H  -0.3591  3.3829  -1.1234  0.26
H  -1.7502  2.6507  -0.3164  0.25
H  -0.6179  1.5072  0.9338  0.26
H  -1.5901  0.0806  1.0229  0.25
H  2.5690  -1.5711  0.9573  0.20
H  2.9947  -3.9629  1.2146  0.22
H  1.2822  -5.4199  2.2738  0.22
H  -0.8593  -4.4433  3.0405  0.22
H  -1.2879  -2.0114  2.7779  0.22

Calculated values
**Electronic energy**: -55025.01158 eV
**HOMO level**: -9.98 eV
**Largest force on an atom**: 1.3 eV Å⁻¹
**HOMO-LUMO gap**: 10.32 eV
**Multiplicity**: 1
**SMILES**: CC(=O)OC[C@@H]1OC(=O)[C@H](CC(=O)F)[C@@]1(CC(=O)c1ccccc1)C(F)(F)C(F)(F)C(F)(F)F